The following is a DFT calculation (wB97M-V/def2-TZVPD) of a structure of composition C14H25BeN5O6S in a non-equilibrium geometry.

Each line ends with the Mulliken charge.
Cartesian coordinates (Å):
O -0.34 -0.77 -4.42  -0.441
H 0.09 -1.07 -5.27  0.271
Be -0.06 0.05 -0.96  -0.586
N 1.28 -0.84 -1.84  1.089
N -0.23 -1.63 -0.12  0.726
N 0.93 1.55 -0.74  0.503
N -1.01 0.78 0.47  0.857
O 1.84 -0.37 -2.92  -1.056
O 2.15 1.68 -1.34  -0.559
O -2.04 0.22 1.04  -0.711
O -1.00 -2.02 0.86  -1.142
C 0.46 -2.64 -0.68  0.096
C 1.43 -2.16 -1.60  0.438
C 0.49 2.49 0.08  0.243
C -0.71 2.05 0.75  0.740
C 2.43 -2.99 -2.35  -1.491
H 2.25 -2.94 -3.44  0.250
H 2.39 -4.05 -2.04  0.420
H 3.45 -2.61 -2.15  0.278
C 0.17 -4.07 -0.36  -1.522
H -0.88 -4.27 -0.57  0.282
H 0.35 -4.28 0.70  0.276
H 0.78 -4.73 -0.97  0.438
C 1.19 3.73 0.34  -1.793
C -1.43 2.95 1.66  -1.893
H 1.97 3.93 -0.37  0.413
H 1.61 3.70 1.32  0.316
H 0.52 4.55 0.33  0.438
H -2.42 2.54 1.88  0.389
H -1.58 3.93 1.20  0.523
H -0.90 3.11 2.59  0.227
H 2.18 0.95 -2.05  0.458
H -1.87 -0.77 0.98  0.544
C -2.32 -0.51 -4.24  -0.257
H -2.25 -1.63 -4.12  0.269
H -2.14 0.34 -4.88  0.336
H -3.09 -0.23 -3.48  0.241
O -0.98 0.17 -2.11  -0.138
H 0.38 -0.39 -3.82  0.369
H -1.39 1.06 -2.17  0.201
S 2.22 -0.67 2.22  -0.361
C 0.92 -0.01 3.05  0.253
N -0.34 -0.55 2.88  -0.008
C -1.39 -0.15 3.63  0.083
C -1.28 0.90 4.51  -0.700
C -0.04 1.55 4.63  -0.282
C 1.04 1.09 3.92  -0.632
H -0.46 -1.34 2.16  0.047
H -2.31 -0.73 3.46  0.363
H -2.15 1.19 5.07  0.403
H 0.06 2.39 5.30  0.397
H 2.04 1.52 3.99  0.396

Properties
Molar mass   400.462 g/mol
HOMO   -6.59 eV
Calculated total energy   -45888.2524 eV
Energy above the lowest of the compared OMol25 structures with the same formula, charge and spin   84.8 kcal per mole
Lowest unoccupied orbital energy   -2.25 eV
F_max   4.6 eV/A
Net charge   0

=====

The following is a DFT calculation (wB97M-V/def2-TZVPD) of a cluster of 7 separate species, BrH12O6 in total in a non-equilibrium geometry.

Each line ends with the Mulliken charge.
Cartesian coordinates (Å):
Br 0.24 0.47 0.12  -0.857
O -0.23 -1.20 -2.84  -0.679
H -0.52 -1.37 -1.91  0.306
H -0.86 -1.82 -3.24  0.284
O -2.55 0.10 2.05  -0.551
H -1.76 0.17 1.56  0.284
H -2.97 -0.39 1.37  0.280
O -1.66 1.58 -2.42  -0.662
H -1.38 2.54 -2.45  0.294
H -1.06 1.13 -1.85  0.290
O -0.07 1.05 3.57  -0.635
H -0.25 0.20 3.92  0.326
H 0.16 0.99 2.65  0.212
O 2.49 -0.63 -2.59  -0.656
H 2.43 -0.11 -1.78  0.311
H 1.56 -0.82 -2.67  0.431
O 2.17 -0.94 2.38  -0.590
H 2.67 -0.14 2.43  0.320
H 1.58 -0.79 1.71  0.292

Properties
Molar mass   187.994 g/mol
HOMO   -5.79 eV
Calculated total energy   -82525.6982 eV
Energy above the lowest of the compared OMol25 structures with the same formula, charge and spin   17.8 kcal per mole
Lowest unoccupied orbital energy   3.26 eV
F_max   3.6 eV/A
Net charge   -1

=====

The following is a DFT calculation (wB97M-V/def2-TZVPD) of a structure of composition C35H44BN8O2S3Zn.

Each line ends with the Mulliken charge.
Cartesian coordinates (Å):
Zn 0.97 0.27 0.68  0.346
O 2.96 0.59 0.36  -0.904
C 3.41 1.62 -0.28  0.703
C 4.70 1.55 -0.88  -0.511
C 5.22 2.57 -1.64  -0.543
C 4.51 3.76 -1.83  -0.847
C 3.30 3.90 -1.19  -0.437
C 2.73 2.87 -0.42  0.247
C 1.60 3.20 0.43  -0.633
N 0.90 2.31 1.00  1.313
N 0.10 2.69 2.07  -0.823
C -0.04 1.65 2.87  0.237
O 0.48 0.49 2.71  -0.726
C -0.86 1.88 4.09  0.454
C -1.67 3.01 4.22  -0.158
C -2.45 3.19 5.36  -0.760
C -2.42 2.24 6.38  -0.306
C -1.61 1.12 6.25  -0.856
C -0.84 0.94 5.11  -0.233
H 5.26 0.63 -0.72  0.518
H 6.20 2.45 -2.09  0.373
H 4.92 4.56 -2.43  0.392
H 2.76 4.84 -1.26  0.379
H 1.44 4.25 0.70  0.302
H -1.68 3.73 3.42  0.398
H -3.08 4.06 5.45  0.369
H -3.03 2.38 7.26  0.371
H -1.58 0.39 7.05  0.387
H -0.21 0.07 4.99  0.471
C -4.55 3.20 -1.49  -1.814
C -3.13 2.86 -1.04  1.632
C -3.05 3.03 0.47  -2.113
C -2.11 3.79 -1.70  -1.503
N -2.82 1.48 -1.52  0.615
C -2.99 1.19 -2.87  -0.147
C -2.62 -0.09 -3.05  -1.508
N -2.21 -0.59 -1.84  -0.099
B -1.63 -2.02 -1.80  1.396
N -0.28 -2.09 -2.54  0.331
C 0.09 -3.27 -3.14  -1.317
C 1.30 -3.11 -3.68  -0.288
N 1.70 -1.81 -3.41  0.321
C 0.72 -1.19 -2.68  -0.344
S 0.71 0.41 -2.09  0.025
C 3.09 -1.33 -3.68  1.466
C 3.83 -1.30 -2.35  -0.892
C 3.08 0.03 -4.38  -1.634
C 3.78 -2.33 -4.61  -2.281
N -1.58 -2.66 -0.39  0.027
C -2.73 -3.22 0.11  -1.370
C -2.48 -3.67 1.35  -0.184
N -1.15 -3.39 1.62  0.430
C -0.61 -2.74 0.55  -0.022
S 1.02 -2.21 0.40  -0.448
C -0.47 -3.75 2.90  1.626
C -0.01 -2.48 3.61  -1.792
C 0.68 -4.71 2.62  -1.646
C -1.49 -4.45 3.80  -2.383
C -2.31 0.38 -0.89  -0.148
S -1.87 0.19 0.73  -0.054
H -4.80 4.21 -1.15  0.440
H -5.26 2.50 -1.04  0.395
H -4.68 3.16 -2.57  0.410
H -3.33 4.07 0.67  0.605
H -2.05 2.86 0.86  0.331
H -3.74 2.37 0.99  0.383
H -2.27 4.81 -1.34  0.464
H -2.19 3.80 -2.79  0.389
H -1.10 3.48 -1.43  0.185
H -3.35 1.90 -3.58  0.496
H -2.58 -0.69 -3.95  0.548
H -2.39 -2.71 -2.45  -0.282
H -0.57 -4.13 -3.14  0.602
H 1.90 -3.81 -4.23  0.456
H 3.36 -0.61 -1.66  -0.251
H 4.86 -0.99 -2.51  0.578
H 3.82 -2.30 -1.90  0.287
H 2.57 0.78 -3.79  0.276
H 2.61 -0.05 -5.36  0.380
H 4.12 0.35 -4.52  0.453
H 3.93 -3.30 -4.13  0.479
H 4.77 -1.92 -4.85  0.470
H 3.24 -2.46 -5.55  0.473
H -3.64 -3.24 -0.47  0.587
H -3.13 -4.16 2.05  0.514
H 0.81 -2.00 3.09  0.277
H 0.32 -2.74 4.62  0.547
H -0.82 -1.76 3.68  0.493
H 1.41 -4.26 1.96  0.286
H 0.30 -5.63 2.15  0.412
H 1.16 -4.97 3.56  0.457
H -2.32 -3.80 4.06  0.441
H -0.98 -4.72 4.73  0.453
H -1.87 -5.37 3.35  0.555

Properties
Molar mass   781.194 g/mol
HOMO   -4.22 eV
Calculated total energy   -134633.8448 eV
Energy above the lowest of the compared OMol25 structures with the same formula, charge and spin   1.1 kcal per mole
Lowest unoccupied orbital energy   2.50 eV
F_max   0.4 eV/A
Net charge   -1

=====

The following is a DFT calculation (wB97M-V/def2-TZVPD) of the molecule C6H8N2 in a non-equilibrium geometry.

Each line ends with the Mulliken charge.
Cartesian coordinates (Å):
C -1.12 -1.47 -1.08  -0.588
C -1.35 -1.20 0.41  -0.335
C -0.36 0.04 0.62  0.351
C 0.92 1.68 1.06  -0.155
C 0.50 0.11 -0.38  0.039
C 0.21 -0.94 -1.48  -0.607
H -1.80 -0.84 -1.76  0.217
H -1.24 -2.51 -1.44  0.335
H -2.46 -1.16 0.65  0.326
H -0.69 -2.02 0.95  0.192
H 1.70 2.32 1.67  0.266
H 1.97 1.57 -0.75  0.160
H 0.98 -1.68 -1.52  0.275
H 0.18 -0.42 -2.40  0.335
N -0.14 1.02 1.49  -0.729
N 1.35 1.18 -0.10  -0.081

Properties
Molar mass   108.144 g/mol
HOMO   -8.30 eV
Calculated total energy   -9330.4475 eV
Energy above the lowest of the compared OMol25 structures with the same formula, charge and spin   29.1 kcal per mole
Lowest unoccupied orbital energy   0.90 eV
F_max   3.1 eV/A
Structure (SMILES)   c1nc2c([nH]1)CCC2
Net charge   0

=====

The following is a DFT calculation (wB97M-V/def2-TZVPD) of a structure of composition C2H8N2S in a non-equilibrium geometry.

Each line ends with the Mulliken charge.
Cartesian coordinates (Å):
C -0.24 1.71 -1.08  -0.752
S -0.41 3.37 -1.74  -0.225
H 0.51 1.64 -0.15  0.192
H -1.17 1.26 -0.81  0.352
H 0.20 0.85 -1.77  0.271
N 0.13 -2.48 0.21  -0.647
C 0.66 -1.52 0.80  0.270
N -0.11 -0.93 1.81  -0.504
H -0.58 -3.03 0.75  0.210
H -0.30 2.59 -3.26  0.145
H 1.88 -1.40 0.72  0.263
H 0.44 -0.75 2.70  0.226
H -1.01 -1.32 1.83  0.197

Properties
Molar mass   92.167 g/mol
HOMO   -9.00 eV
Calculated total energy   -16015.7428 eV
Energy above the lowest of the compared OMol25 structures with the same formula, charge and spin   70.4 kcal per mole
Lowest unoccupied orbital energy   0.18 eV
F_max   5.3 eV/A
Net charge   0

=====

The following is a DFT calculation (wB97M-V/def2-TZVPD) of the molecule C5H11NO in a non-equilibrium geometry.

Each line ends with the Mulliken charge.
Cartesian coordinates (Å):
O 1.69 0.38 2.37  -0.506
C 0.51 0.54 2.49  -0.071
N -0.43 0.83 1.55  -0.046
C -0.08 0.97 0.15  -0.797
C -0.57 -0.22 -0.66  0.367
C 0.31 -1.45 -0.31  -1.346
C -0.22 -0.02 -2.19  -1.363
H 0.04 0.66 3.51  0.321
H -1.36 1.08 1.85  0.249
H -0.43 1.91 -0.30  0.372
H 1.02 0.96 0.10  0.316
H -1.63 -0.47 -0.56  0.320
H -0.13 -2.32 -0.76  0.423
H 1.37 -1.31 -0.55  0.332
H 0.38 -1.64 0.78  0.317
H -0.64 0.95 -2.52  0.387
H -0.68 -0.89 -2.65  0.398
H 0.86 0.05 -2.30  0.326

Properties
Molar mass   101.149 g/mol
HOMO   -9.80 eV
Calculated total energy   -8900.9809 eV
Energy above the lowest of the compared OMol25 structures with the same formula, charge and spin   16.5 kcal per mole
Lowest unoccupied orbital energy   0.90 eV
F_max   2.9 eV/A
Structure (SMILES)   CC(C)CNC=O
Net charge   0